C22H38CaO3P2S as an isolated structure. Source: OMol25; level of theory: ωB97M-V/def2-TZVPD.

The energy above the lowest of the compared OMol25 structures with the same formula, charge and spin is 0.0000 eV. As for the LUMO energy: -0.08 eV. The orbital gap comes out at 4.9 eV.

Last column: natural (NBO) charge in e.
Atoms and positions in Å:
P (0.956, 0.774, 1.747)  0.826
P (-1.186, -0.441, -0.915)  0.715
C (-0.657, 1.514, 1.196)  -0.768
C (-1.676, 0.608, 0.537)  -0.744
H (-0.467, 2.430, 0.606)  0.204
H (-1.076, 1.865, 2.148)  0.227
H (-2.261, 0.042, 1.282)  0.224
H (-2.391, 1.284, 0.054)  0.264
C (-1.410, 0.871, -2.198)  -0.954
H (-1.081, 0.454, -3.163)  0.244
H (-0.819, 1.779, -2.002)  0.225
H (-2.469, 1.167, -2.280)  0.226
C (-2.721, -1.403, -1.145)  -0.926
H (-3.570, -0.762, -1.451)  0.225
H (-2.991, -1.956, -0.232)  0.245
H (-2.518, -2.145, -1.936)  0.251
C (1.715, 2.347, 2.299)  -0.943
H (2.734, 2.126, 2.657)  0.240
H (1.075, 2.758, 3.114)  0.206
H (1.765, 3.069, 1.464)  0.231
C (0.303, 0.084, 3.298)  -0.952
H (-0.503, -0.639, 3.089)  0.240
H (-0.091, 0.938, 3.890)  0.216
H (1.131, -0.417, 3.818)  0.243
Ca (1.588, -0.086, -0.838)  1.702
C (-4.191, 2.218, 0.679)  -0.171
C (-3.650, 3.041, -0.243)  -0.193
C (-3.622, 4.520, 0.015)  -0.451
C (-3.014, 4.958, 1.385)  -0.449
C (-2.112, 3.990, 2.068)  -0.180
C (-2.541, 3.153, 3.037)  -0.187
C (-4.008, 2.879, 3.226)  -0.451
C (-4.864, 2.668, 1.934)  -0.455
C (2.613, -0.864, 1.258)  -1.351
H (-4.302, 1.144, 0.502)  0.202
H (-3.401, 2.718, -1.259)  0.207
H (-4.673, 4.879, -0.004)  0.218
H (-3.070, 5.044, -0.784)  0.213
H (-2.401, 5.858, 1.202)  0.223
H (-3.837, 5.270, 2.044)  0.206
H (-1.050, 4.089, 1.805)  0.202
H (-1.881, 2.791, 3.844)  0.210
H (-4.452, 3.736, 3.775)  0.221
H (-4.141, 1.985, 3.863)  0.216
H (-5.569, 1.851, 2.165)  0.220
H (-5.475, 3.566, 1.770)  0.209
H (2.532, -1.906, 0.910)  0.220
H (2.658, -0.904, 2.347)  0.193
H (3.587, -0.472, 0.919)  0.188
C (6.187, -6.810, -3.235)  -0.630
C (5.218, -5.698, -2.994)  -0.021
C (5.563, -4.638, -2.150)  -0.171
C (4.673, -3.579, -1.946)  -0.173
C (3.446, -3.624, -2.606)  -0.363
C (3.060, -4.692, -3.416)  -0.172
C (3.957, -5.730, -3.611)  -0.210
S (2.370, -2.225, -2.641)  2.367
O (3.229, -1.050, -2.259)  -1.090
O (1.804, -2.162, -3.963)  -0.961
O (1.380, -2.411, -1.535)  -1.055
H (7.135, -6.477, -3.675)  0.221
H (6.399, -7.292, -2.276)  0.221
H (5.729, -7.540, -3.905)  0.213
H (6.553, -4.624, -1.694)  0.205
H (4.942, -2.707, -1.358)  0.242
H (2.117, -4.661, -3.950)  0.240
H (3.723, -6.553, -4.281)  0.209


A 6-piece molecular cluster, C24H59NO6 overall. Source: OMol25; level of theory: ωB97M-V/def2-TZVPD.

As for the multiplicity: 2. The energy above the lowest of the compared OMol25 structures with the same formula, charge and spin is 1.6498 eV. As for the total charge: -1. As for the LUMO energy (spin up / spin down): 2.61 / 2.58 eV. The orbital gap (spin up / spin down) comes out at 1.9 / 8.2 eV.

Last column: Mulliken spin population.
Atoms and positions in Å:
C (-1.322, 3.191, -2.031)  0.316
C (-2.152, 2.074, -1.613)  -0.479
C (-3.519, 2.436, -1.193)  0.058
O (-2.204, 1.275, -2.800)  -0.294
H (-0.964, 3.822, -1.218)  -0.047
H (-1.779, 3.916, -2.705)  0.131
H (-0.412, 2.855, -2.529)  0.055
H (-1.675, 1.673, -0.719)  0.017
H (-4.086, 2.673, -2.094)  -0.026
H (-3.405, 3.380, -0.660)  -0.048
H (-3.915, 1.609, -0.604)  0.125
H (-2.416, 0.410, -2.442)  0.221
C (2.036, 5.013, -2.738)  -0.122
C (3.301, 4.056, -2.737)  0.029
C (4.034, 3.989, -1.321)  0.118
O (2.798, 2.746, -2.892)  0.013
H (2.257, 5.999, -2.329)  -0.030
H (1.240, 4.555, -2.151)  0.071
H (1.529, 4.998, -3.703)  0.011
H (4.077, 4.253, -3.477)  -0.024
H (4.839, 4.721, -1.249)  -0.007
H (4.442, 3.000, -1.116)  0.000
H (3.376, 4.240, -0.489)  -0.018
H (2.648, 2.555, -3.821)  0.017
C (0.667, 0.434, -0.680)  -0.274
C (1.946, -0.276, -0.579)  -0.448
C (1.605, -1.799, -0.686)  0.565
O (2.703, 0.021, -1.754)  -0.251
H (-0.065, 0.343, -1.483)  0.167
H (0.818, 1.475, -0.396)  0.053
H (0.127, 0.080, 0.199)  0.587
H (2.470, -0.254, 0.376)  -0.114
H (1.041, -2.034, -1.589)  0.028
H (0.972, -2.162, 0.124)  -0.169
H (2.511, -2.403, -0.736)  0.041
H (2.808, 0.944, -1.999)  0.071
C (0.522, 1.640, -4.984)  -0.061
C (1.670, 1.135, -5.838)  0.051
C (1.724, 1.735, -7.282)  0.028
O (2.933, 1.305, -5.312)  -0.121
H (-0.362, 1.269, -5.503)  0.013
H (0.454, 2.728, -4.984)  0.097
H (0.722, 1.195, -4.009)  0.071
H (1.741, 0.064, -6.030)  0.007
H (1.481, 2.797, -7.330)  -0.011
H (1.010, 1.322, -7.995)  -0.027
H (2.766, 1.589, -7.566)  0.010
H (3.190, 0.491, -4.873)  0.035
C (2.768, -5.737, -1.255)  0.111
C (3.804, -6.258, -0.263)  0.021
C (5.007, -6.867, -1.029)  0.028
O (4.220, -5.192, 0.593)  -0.114
H (3.088, -4.996, -1.987)  0.018
H (2.062, -5.207, -0.616)  -0.014
H (2.112, -6.427, -1.785)  -0.066
H (3.488, -7.102, 0.350)  0.006
H (4.669, -7.705, -1.639)  -0.015
H (5.867, -7.239, -0.472)  0.009
H (5.399, -6.118, -1.718)  -0.015
H (3.952, -4.371, 0.174)  0.053
C (-4.272, 1.350, 4.542)  0.242
C (-3.614, 0.246, 3.753)  -2.171
C (-2.122, 0.409, 3.441)  1.545
C (-1.090, -0.030, 4.441)  -0.269
C (-1.281, -1.421, 4.811)  0.525
C (-2.767, -1.565, 5.396)  -0.329
N (-3.749, -1.050, 4.514)  0.442
O (-5.086, -1.446, 4.799)  0.013
C (-2.982, -3.077, 5.807)  0.112
C (-2.868, -0.808, 6.831)  0.048
C (-4.394, 0.167, 2.514)  0.862
H (-3.670, 2.254, 4.633)  -0.107
H (-4.519, 1.121, 5.578)  -0.009
H (-5.174, 1.763, 4.090)  0.146
H (-1.869, 0.115, 2.422)  -0.361
H (-1.958, 1.479, 3.307)  0.215
H (-1.155, 0.554, 5.360)  0.064
H (-0.097, 0.212, 4.060)  -0.217
H (-0.558, -1.835, 5.513)  0.002
H (-1.089, -1.931, 3.867)  -0.128
H (-2.151, -3.474, 6.389)  -0.010
H (-3.971, -3.325, 6.192)  0.018
H (-2.856, -3.748, 4.957)  -0.044
H (-3.781, -1.044, 7.379)  0.013
H (-2.096, -1.238, 7.469)  -0.039
H (-2.671, 0.257, 6.710)  0.037
H (-3.818, -0.344, 1.743)  -0.441
H (-4.510, 1.132, 2.021)  0.130
H (-5.346, -0.351, 2.396)  0.266
H (-5.101, -2.235, 4.253)  -0.010


C24H39AuN2O6Si as an isolated structure. Source: OMol25; level of theory: ωB97M-V/def2-TZVPD.

As for the multiplicity: 3. The energy above the lowest of the compared OMol25 structures with the same formula, charge and spin is 0.0000 eV. As for the LUMO energy (spin up / spin down): -0.12 / -2.12 eV. The orbital gap (spin up / spin down) comes out at 8.2 / 7.1 eV.

Last column: Mulliken spin population.
Atoms and positions in Å:
Au (-0.296, 0.801, 0.493)  0.602
C (0.293, 3.909, -2.424)  0.001
C (0.336, 2.501, -1.902)  0.063
O (-0.425, 2.272, -0.927)  0.137
C (1.162, 1.560, -2.557)  0.183
C (1.350, 0.224, -2.244)  -0.039
C (2.090, -0.668, -3.195)  0.022
N (0.852, -0.339, -1.131)  0.337
N (1.085, -1.588, -0.911)  0.572
C (0.146, -2.331, -0.189)  -0.078
O (-1.034, -2.037, -0.168)  0.143
C (0.674, -3.561, 0.453)  0.016
C (-0.218, -4.555, 0.838)  -0.002
C (0.244, -5.687, 1.489)  0.001
C (1.598, -5.826, 1.766)  0.001
C (2.493, -4.833, 1.386)  0.001
C (2.034, -3.705, 0.724)  0.030
H (0.397, 4.596, -1.585)  0.003
H (1.074, 4.098, -3.156)  -0.001
H (-0.683, 4.094, -2.878)  0.007
H (1.651, 1.909, -3.455)  0.015
H (2.490, -0.098, -4.030)  -0.001
H (2.898, -1.189, -2.679)  -0.003
H (1.408, -1.432, -3.571)  -0.002
H (-1.272, -4.423, 0.632)  -0.001
H (-0.450, -6.466, 1.780)  0.000
H (1.958, -6.704, 2.288)  0.000
H (3.548, -4.939, 1.604)  0.000
H (2.715, -2.918, 0.428)  -0.002
C (0.903, -2.690, 3.780)  0.000
C (0.328, -2.071, 5.051)  0.000
C (-0.725, -2.995, 5.660)  0.000
C (1.438, -1.793, 6.053)  0.000
O (-0.286, -0.809, 4.768)  -0.003
Si (-1.134, -0.293, 3.469)  -0.018
O (-0.117, -0.097, 2.235)  0.004
O (-1.877, 1.102, 3.908)  -0.025
C (-1.393, 2.256, 4.601)  0.007
C (-2.309, 3.405, 4.206)  -0.001
C (0.049, 2.567, 4.203)  0.002
C (-1.480, 1.997, 6.103)  0.001
O (-2.318, -1.382, 3.166)  0.002
C (-3.631, -1.240, 2.610)  -0.005
C (-3.663, -0.194, 1.496)  0.025
C (-4.591, -0.844, 3.730)  0.000
C (-3.998, -2.604, 2.045)  0.001
H (1.470, -3.594, 4.010)  0.000
H (1.554, -1.970, 3.279)  0.000
H (0.094, -2.947, 3.088)  0.001
H (-0.295, -3.975, 5.878)  0.000
H (-1.554, -3.112, 4.957)  0.000
H (-1.115, -2.561, 6.584)  0.000
H (1.939, -2.722, 6.334)  0.000
H (1.023, -1.328, 6.951)  0.000
H (2.172, -1.111, 5.616)  0.000
H (-2.252, 3.575, 3.127)  0.004
H (-2.022, 4.323, 4.724)  0.000
H (-3.342, 3.161, 4.464)  0.000
H (0.123, 2.690, 3.119)  0.005
H (0.706, 1.743, 4.495)  -0.001
H (0.388, 3.484, 4.689)  0.001
H (-2.520, 1.828, 6.394)  0.000
H (-1.087, 2.848, 6.665)  0.000
H (-0.903, 1.103, 6.349)  0.000
H (-3.431, 0.796, 1.899)  0.000
H (-4.653, -0.165, 1.038)  0.000
H (-2.929, -0.453, 0.727)  -0.005
H (-4.278, 0.111, 4.157)  0.000
H (-4.578, -1.600, 4.518)  0.000
H (-5.609, -0.749, 3.344)  0.000
H (-3.311, -2.856, 1.233)  0.000
H (-5.019, -2.600, 1.655)  0.000
H (-3.919, -3.364, 2.825)  0.000


C25H18N6O2Os as an isolated structure. Source: OMol25; level of theory: ωB97M-V/def2-TZVPD.

As for the total charge: +2. As for the LUMO energy (spin up / spin down): -8.83 / -8.74 eV. The orbital gap (spin up / spin down) comes out at 5.5 / 5.6 eV.

Last column: natural (NBO) charge in e.
Atoms and positions in Å:
Os (0.081, -0.199, 0.231)  1.232
O (-0.528, 0.892, -3.753)  -0.451
C (-0.435, 0.935, -2.571)  0.667
N (-0.217, -0.241, -1.735)  -0.446
C (-0.018, -1.463, -2.357)  0.092
C (-0.302, -1.817, -3.702)  -0.174
C (0.045, -3.053, -4.158)  -0.174
C (0.655, -4.006, -3.307)  -0.107
C (0.890, -3.724, -1.994)  -0.243
C (0.549, -2.450, -1.503)  0.236
N (0.727, -1.982, -0.216)  -0.564
C (1.074, -2.859, 0.872)  0.658
O (1.301, -4.019, 0.790)  -0.462
C (1.099, -2.150, 2.175)  0.096
C (1.419, -2.857, 3.306)  -0.177
C (1.489, -2.186, 4.516)  -0.081
C (1.256, -0.822, 4.521)  -0.217
C (0.925, -0.180, 3.347)  0.086
N (0.816, -0.825, 2.166)  -0.497
C (-0.391, 2.251, -1.887)  0.068
C (-0.991, 3.324, -2.526)  -0.179
C (-0.797, 4.590, -2.008)  -0.124
C (0.036, 4.723, -0.912)  -0.214
C (0.603, 3.591, -0.349)  0.057
N (0.373, 2.346, -0.794)  -0.435
H (-0.797, -1.137, -4.359)  0.265
H (-0.168, -3.310, -5.188)  0.250
H (0.920, -4.982, -3.692)  0.248
H (1.334, -4.457, -1.355)  0.268
H (1.610, -3.918, 3.212)  0.277
H (1.731, -2.714, 5.430)  0.259
H (1.324, -0.241, 5.432)  0.258
H (0.760, 0.875, 3.354)  0.233
H (-1.574, 3.150, -3.420)  0.262
H (-1.256, 5.455, -2.470)  0.253
H (0.265, 5.695, -0.493)  0.252
H (1.274, 3.703, 0.483)  0.214
N (-3.032, 1.669, 2.419)  -0.494
C (-2.546, 0.850, 1.491)  0.288
N (-1.262, 1.072, 1.264)  -0.537
C (-0.886, 2.128, 2.132)  0.048
C (0.337, 2.761, 2.346)  -0.249
C (0.382, 3.753, 3.301)  -0.186
C (-0.764, 4.119, 4.034)  -0.174
C (-1.976, 3.504, 3.827)  -0.223
C (-2.007, 2.502, 2.861)  0.169
H (-3.993, 1.692, 2.721)  0.453
H (-3.140, 0.102, 0.987)  0.244
H (1.216, 2.473, 1.784)  0.231
H (1.316, 4.268, 3.491)  0.243
H (-0.687, 4.901, 4.779)  0.249
H (-2.857, 3.790, 4.390)  0.251